An isolated molecule of C3H7N5 at a distorted geometry, computed with ωB97M-V with the def2-TZVPD basis set.

Structure (XYZ):
```
15
Properties=species:S:1:pos:R:3:forces:R:3
N 1.929843 -0.812087 0.623321 0.1 0.9 -0.4
N -1.273681 -0.486685 -0.447025 1.7 1.0 0.5
C -0.507169 0.526536 -0.736280 -2.3 -1.1 -0.4
C 1.566677 0.395882 0.582670 0.9 1.1 1.3
H 1.376649 -1.410035 0.039799 -0.7 -0.6 -0.2
H 0.080342 1.273762 -2.462693 0.7 0.4 -0.5
C -1.121547 -0.980779 0.870075 0.1 -0.3 -0.1
N 0.472272 1.095692 0.039573 0.9 -0.3 0.3
H -1.063333 -0.183160 1.653079 -0.2 -0.6 -0.3
H 2.190131 1.140105 1.125423 -0.3 -0.5 -0.2
H -1.013116 -2.452169 2.044351 0.2 0.0 0.7
H 0.614043 2.100745 -0.063491 -0.1 -0.6 -0.1
N -0.742734 1.224454 -1.906837 0.0 0.1 0.4
H -1.479356 0.802709 -2.429413 -0.6 -0.3 -0.3
N -1.029020 -2.234971 1.067450 -0.5 0.9 -0.7
```
Positions in Å, forces in eV/Å.

Energy relative to the best compared isomer or geometry (same formula, charge and spin) ... 0.6793 eV
Max |F| ... 2.57 eV/A
SMILES ... [H]/N=C\N/C(N)=N\C=N\[H]
HOMO energy ... -9.6348 eV
HOMO-LUMO gap ... 10.24 eV

***

A cluster of 5 separate species, H10O5 in total at a distorted geometry, computed with ωB97M-V with the def2-TZVPD basis set.

Structure (XYZ):
```
15
Properties=species:S:1:pos:R:3:forces:R:3
H -1.823474 0.955430 0.479219 -0.2 2.0 -0.3
O -2.475260 1.680498 0.672060 -0.3 0.5 0.1
H -2.345030 2.614537 0.333079 0.6 -2.4 0.3
H -1.404892 -0.825814 -1.131570 -3.0 -1.2 -2.0
H 0.901865 -0.393758 2.492693 0.3 -2.1 -0.4
O 0.026935 0.069989 0.106298 1.2 0.9 -2.6
H 0.617510 0.334952 -0.713797 -1.5 -0.6 2.6
O -2.217683 -1.211761 -1.734139 1.4 6.3 3.5
H -1.905388 -2.014855 -1.922238 1.7 -5.2 -1.4
O 2.450046 0.829546 -1.109681 2.7 -1.2 -2.0
H 0.668382 -0.218373 0.785407 -0.3 -0.2 -0.8
H 2.995320 0.465779 -1.911141 -1.8 1.0 1.8
H 0.268492 -1.721723 2.013031 -1.9 -0.9 -0.1
H 3.152870 0.731890 -0.435324 -0.8 0.2 0.0
O 1.090306 -1.296337 2.076102 1.8 2.9 1.3
```
Positions in Å, forces in eV/Å.

Energy relative to the best compared isomer or geometry (same formula, charge and spin) ... 2.1318 eV
Max |F| ... 7.37 eV/A
SMILES ... O.O.O.O.O
HOMO energy ... -10.5298 eV
HOMO-LUMO gap ... 10.67 eV

***

A structure of composition C31H55AsAuGe2N2O2Si3 at a distorted geometry, computed with ωB97M-V with the def2-TZVPD basis set.

Structure (XYZ):
```
97
Properties=species:S:1:pos:R:3:forces:R:3
H -2.126200 -0.949300 0.372500 -0.3 0.0 0.0
H -3.176000 1.735500 -2.330600 0.0 0.0 0.2
C 5.254900 0.203900 0.161000 -0.5 0.3 -0.1
H 0.986000 -3.331900 -5.871000 0.2 -0.2 0.0
O -1.445200 1.259300 0.488600 1.7 -2.2 1.0
As 0.021800 0.098700 -3.182900 -0.1 0.1 -0.2
H -3.689000 -2.402800 5.005000 -0.1 -0.1 0.1
C 0.759800 2.377700 -5.699900 0.1 -0.2 0.8
C 0.686300 1.899200 2.986200 -0.9 -0.8 -1.1
H 3.298400 -2.374300 2.212300 -0.1 -0.1 -0.1
H -2.511500 2.596800 -3.709300 0.1 0.1 -0.1
H 3.695100 2.575000 -3.682200 0.0 0.3 0.0
H -0.271400 2.709800 -5.788500 -0.1 0.0 0.0
C -2.341600 -1.243900 3.822300 0.2 -0.1 0.0
H -0.711300 -3.430400 -2.531200 -0.2 0.0 0.0
C 3.108200 1.662900 -3.724300 -0.7 0.0 0.0
C -3.037300 -1.444800 -3.206700 0.4 0.6 -0.2
H -2.262300 3.097500 0.977600 0.0 0.0 0.0
H 2.722700 4.722700 4.629100 0.1 0.1 0.0
C -2.308400 0.006400 -5.918900 0.3 0.0 0.8
C -2.126100 -0.039900 3.176700 1.2 0.4 -1.1
H 0.402200 -2.699000 -1.383700 0.0 0.0 0.1
H -2.946900 1.879200 2.683800 0.0 0.1 0.0
H 0.530300 -1.666100 -6.167700 0.0 0.1 0.0
N 2.534200 0.081500 -0.408700 -0.7 -0.3 0.2
H 3.348700 -2.905700 -3.637000 0.0 -0.3 0.0
C 1.667800 1.601600 3.919100 -0.2 -0.3 -0.1
C 4.475700 1.369900 0.106400 -0.1 -1.0 -0.1
C 0.512800 -3.643000 2.726000 -0.1 1.0 0.2
C -2.211000 2.384100 0.152000 -0.1 0.6 -0.2
H -3.233500 2.079100 -0.090200 0.1 0.0 0.0
H -0.284000 3.462500 1.880600 -0.1 0.1 -0.1
C -3.107900 0.937200 3.184600 -0.1 0.2 0.0
H 3.162900 2.370200 5.232700 0.1 0.0 0.1
H -0.093500 -1.975300 5.915400 -0.1 0.0 0.0
H 3.472000 1.084700 -4.568400 0.0 -0.1 -0.1
N 5.431900 3.711900 0.512800 0.2 0.4 0.1
H -0.262300 3.828100 -2.956200 -0.2 0.0 -0.1
H -4.120100 -1.448100 -3.284200 -0.2 0.1 -0.1
H -5.451700 -0.675500 5.001500 -0.1 0.0 0.1
H 3.636000 -2.398600 3.943300 -0.1 -0.1 0.2
Si 1.249900 2.047600 -3.890000 0.3 0.4 -0.3
C -3.531700 -1.465300 4.494900 0.0 -0.1 0.1
H -1.716100 0.789400 -6.382100 0.1 0.1 0.0
C 5.025700 2.658300 0.328400 0.0 0.2 0.1
C -4.305900 0.707900 3.842300 0.0 0.2 -0.1
C 2.152300 3.934300 4.166100 0.1 0.0 0.1
H -1.812700 -2.461000 0.129100 -0.1 0.0 0.0
C 2.400700 2.616000 4.508500 0.1 -0.1 0.1
H 5.186600 -1.930300 -0.027900 0.0 -0.1 0.0
H 0.631100 3.037300 -1.664600 0.0 0.0 0.1
C -3.085600 1.723400 -3.411500 0.5 -0.6 -0.1
C 0.461100 3.218600 2.622800 -0.1 0.1 0.0
H 2.738800 -1.960700 -0.501300 0.0 -0.1 0.0
C 2.902400 -1.918000 -3.694800 -0.8 0.2 0.1
H -1.774600 2.897400 -0.711000 -0.1 0.0 0.1
H 1.334200 -3.017200 5.897700 0.1 -0.2 -0.2
H 1.387000 3.152800 -6.130700 0.2 0.2 0.0
Si -2.280400 0.109600 -4.015900 -0.6 -0.1 -0.1
C 3.266900 -1.034300 -0.331600 0.1 0.0 0.0
Au 0.226700 0.174500 -0.675400 0.4 0.4 0.5
H 3.316900 1.098900 -2.819900 0.0 -0.1 0.1
H -1.584100 -2.014800 3.808100 0.0 -0.1 0.0
H -3.329500 0.123600 -6.271100 -0.2 0.1 0.1
C -4.517500 -0.493400 4.495500 0.0 -0.1 0.0
H -2.678200 -2.354100 -3.681900 0.1 -0.1 -0.1
H 3.278400 -1.450900 -4.599900 0.0 0.1 -0.1
C 3.118700 1.250600 -0.179900 0.1 0.4 0.0
H 3.263200 -1.344500 -2.846700 0.0 0.1 0.0
H -0.491400 -3.923100 3.024300 -0.1 0.0 0.1
H -5.074600 1.466600 3.831600 0.0 0.1 0.1
Ge -0.404500 0.381500 2.140800 -0.8 1.2 1.2
O -1.417900 -1.599500 0.297600 0.1 0.0 0.0
C 3.117400 -1.863100 3.152000 -0.9 0.4 0.0
Si 1.002100 -2.037900 -3.730300 0.2 -0.5 -0.3
H 0.980700 5.264000 2.967500 0.0 0.1 0.0
H 0.884200 1.483400 -6.307700 0.0 -0.1 0.0
H 0.878300 -4.124200 -2.311100 0.2 -0.1 -0.1
H 1.410400 4.247000 -2.675600 0.2 0.1 -0.1
H -2.776200 -1.488600 -2.151200 0.0 0.0 0.1
C 0.941400 -2.049200 5.597500 -0.3 0.7 -0.8
Ge 1.142600 -1.929900 3.594900 1.0 -1.6 -0.1
H -1.950800 -0.948200 -6.289800 0.1 -0.2 0.0
H 0.546200 -3.562600 1.643700 0.0 0.1 -0.1
C 4.626500 -1.009800 -0.061500 -0.1 0.1 0.0
H 1.198000 -4.426100 3.039600 0.2 0.0 0.1
C 0.406700 -2.500600 -5.480100 0.2 0.2 0.8
H 2.487000 2.124800 -0.234700 0.0 0.1 0.0
H 1.513300 -1.268400 6.089600 0.1 0.1 0.0
C 0.706700 3.420400 -2.682400 0.1 -0.6 -0.4
H 1.851300 0.574700 4.208200 0.1 -0.1 0.0
H 3.524800 -0.859200 3.089400 0.0 0.1 0.0
C 0.333100 -3.186500 -2.357000 0.2 0.5 -0.5
H -4.083900 1.838900 -3.822400 -0.2 -0.1 -0.2
H -0.637300 -2.800700 -5.490700 -0.2 0.0 0.0
C 1.179000 4.236300 3.230100 0.0 0.1 -0.1
H 6.310900 0.256000 0.375200 0.1 0.0 0.0
```
Positions in Å, forces in eV/Å.

Energy relative to the best compared isomer or geometry (same formula, charge and spin) ... 2.3040 eV
Total charge ... +2
Max |F| ... 3.02 eV/A
2S+1 ... 2
<S²> ... 0.883
HOMO energy (spin up / spin down) ... -13.2402 / -13.0663 eV
HOMO-LUMO gap (spin up / spin down) ... 6.10 / 4.68 eV

***

A structure of composition C23H34NO2P2V at a distorted geometry, computed with ωB97M-V with the def2-TZVPD basis set.

Structure (XYZ):
```
63
Properties=species:S:1:pos:R:3:forces:R:3
H -3.805358 0.902046 0.164008 0.0 -0.2 -0.2
C -0.851589 -4.341240 0.218891 0.0 0.1 0.3
H 0.914868 4.555479 -2.502340 0.0 0.0 0.2
H 3.466395 -0.987199 -2.451340 -0.1 0.0 0.2
C 3.408627 1.473198 -0.831945 0.0 0.0 0.5
H -0.464044 1.623181 -4.632313 -0.3 0.0 0.1
P 1.989432 0.375869 -1.117071 1.0 0.7 -2.9
C -1.109943 -4.625376 -1.123753 0.1 0.4 0.3
C -0.270201 1.102741 -2.569498 0.8 0.0 0.4
H -2.997823 1.686422 -4.565812 0.2 -0.1 0.2
H 0.743311 1.778057 0.470066 -1.2 0.5 0.5
H 2.481878 0.983237 4.978668 -0.1 -0.3 -0.3
H 2.988980 -3.001317 3.375740 0.0 0.4 -0.1
H -1.754442 1.953547 3.081142 -0.3 0.2 -0.1
H 2.016128 -1.912437 -1.945253 0.2 0.3 0.1
H 3.339027 -1.342708 5.206068 -0.2 0.1 -0.3
H 3.055041 2.509957 -0.736738 0.2 -0.3 0.0
H -0.249145 3.909856 -0.654260 -0.6 0.0 0.6
H 1.272049 3.076910 -2.218046 -0.4 0.1 0.3
H -2.339335 -1.889243 1.967408 -0.1 0.3 0.1
H -0.290549 -2.859675 1.708538 -0.1 -0.2 -0.5
H -0.465193 -1.499382 -2.379201 -0.1 -0.4 0.1
C 2.632641 -1.973208 3.259658 0.1 0.1 -0.1
H 4.107829 1.388651 -1.677702 -0.2 0.0 0.3
H 1.169741 1.627993 2.892736 0.2 -0.3 0.3
H -2.170817 2.742250 1.515669 -0.1 -0.2 0.2
V 0.179894 0.113289 0.253385 1.0 -5.2 0.5
P -1.801337 0.371377 1.327602 -2.9 0.3 0.3
C -0.475158 -3.051092 0.641696 -0.2 -1.0 0.0
C -1.028951 1.429284 -3.722678 -0.4 0.0 -0.3
C -2.347447 1.871124 2.161448 0.3 0.2 0.2
C 1.142956 1.042930 -2.538763 -0.4 0.0 0.0
H -1.203622 -3.766671 -3.079665 0.0 0.0 -0.1
H 1.686505 1.244285 -3.462963 0.0 -0.2 0.1
C -2.410834 1.438949 -3.679833 1.0 0.2 -0.4
C -2.407465 -0.901910 2.437843 0.2 -0.5 0.4
C 2.805630 -1.045798 4.298691 -0.2 0.0 -0.2
C -2.938835 0.286408 -0.105701 -0.1 0.0 0.1
O -0.946407 3.852890 0.060350 0.5 0.1 0.0
H -1.765768 -0.884166 3.325203 -0.2 -0.1 0.0
C 1.589634 0.625930 3.025148 0.5 -0.3 0.6
H -0.081081 1.718066 0.771120 1.6 1.5 -0.1
H -3.413619 1.743650 2.398007 0.3 0.2 0.0
C 2.015983 -1.580351 2.062848 0.3 -0.2 0.6
H -0.730763 4.542091 0.707204 0.0 -0.2 -0.4
C -0.313140 -2.036235 -0.292972 0.3 2.4 0.6
C -3.053210 1.114652 -2.488856 -0.1 -0.4 1.6
H -3.268624 -0.761149 -0.219593 0.2 0.4 -0.1
H -4.139577 1.108176 -2.388847 0.4 -0.1 -0.2
C 2.776190 -1.190375 -1.623167 0.0 -0.3 0.3
H 1.984633 -2.239578 1.187490 -0.1 0.1 0.6
H -3.440502 -0.670322 2.730773 0.3 -0.1 -0.1
C 1.440022 -0.312174 2.003128 -1.2 1.0 -2.3
C -0.986012 -3.583642 -2.036822 0.3 0.6 -0.1
C -2.285954 0.784918 -1.369105 -1.4 0.3 -1.1
H -1.409257 -5.630983 -1.447185 0.1 0.5 0.2
C 2.308436 0.258661 4.176167 -0.2 0.2 -0.2
H -0.960075 -5.140108 0.945107 0.0 0.1 0.1
H 3.323988 -1.616265 -0.771656 0.0 0.1 -0.3
O 0.953319 3.903722 -1.789598 0.5 0.1 -0.6
N -0.945881 0.834118 -1.394887 0.9 -0.3 0.5
C -0.571127 -2.293776 -1.635263 -0.4 -0.9 -0.3
H 3.899951 1.162466 0.101023 0.1 0.2 -0.3
```
Positions in Å, forces in eV/Å.

Total charge ... +1
Max |F| ... 5.35 eV/A
2S+1 ... 2
<S²> ... 0.778
HOMO energy (spin up / spin down) ... -9.9523 / -9.9777 eV
HOMO-LUMO gap (spin up / spin down) ... 4.86 / 5.19 eV

***

An isolated molecule of C3H2Cl2 at a distorted geometry, computed with ωB97M-V with the def2-TZVPD basis set.

Structure (XYZ):
```
7
Properties=species:S:1:pos:R:3:forces:R:3
Cl -1.984297 0.652081 -0.272546 0.4 -1.0 0.5
H 2.083691 -0.926641 -1.532846 -0.1 -0.1 0.0
C 1.174116 -0.948924 -0.978005 0.3 0.0 0.0
Cl -1.970348 -2.326876 0.323384 -0.1 0.5 0.0
H -0.877129 -0.597136 1.490980 -0.3 0.2 -0.6
C -1.069341 -0.771462 0.420499 0.3 -0.2 -0.1
C 0.183802 -0.944343 -0.309775 -0.5 0.6 0.1
```
Positions in Å, forces in eV/Å.

Energy relative to the best compared isomer or geometry (same formula, charge and spin) ... 0.0000 eV
Max |F| ... 1.16 eV/A
SMILES ... C#CC(Cl)Cl
HOMO energy ... -10.7257 eV
HOMO-LUMO gap ... 11.41 eV

***

- Number 3 is which compound?
  C31H55AsAuGe2N2O2Si3

***

- Look up the max |F| of the second one.
  7.37 eV/A

***

Copy entry 2 word for word.
A cluster of 5 separate species, H10O5 in total at a distorted geometry, computed with ωB97M-V with the def2-TZVPD basis set.

Structure (XYZ):
```
15
Properties=species:S:1:pos:R:3:forces:R:3
H -1.823474 0.955430 0.479219 -0.2 2.0 -0.3
O -2.475260 1.680498 0.672060 -0.3 0.5 0.1
H -2.345030 2.614537 0.333079 0.6 -2.4 0.3
H -1.404892 -0.825814 -1.131570 -3.0 -1.2 -2.0
H 0.901865 -0.393758 2.492693 0.3 -2.1 -0.4
O 0.026935 0.069989 0.106298 1.2 0.9 -2.6
H 0.617510 0.334952 -0.713797 -1.5 -0.6 2.6
O -2.217683 -1.211761 -1.734139 1.4 6.3 3.5
H -1.905388 -2.014855 -1.922238 1.7 -5.2 -1.4
O 2.450046 0.829546 -1.109681 2.7 -1.2 -2.0
H 0.668382 -0.218373 0.785407 -0.3 -0.2 -0.8
H 2.995320 0.465779 -1.911141 -1.8 1.0 1.8
H 0.268492 -1.721723 2.013031 -1.9 -0.9 -0.1
H 3.152870 0.731890 -0.435324 -0.8 0.2 0.0
O 1.090306 -1.296337 2.076102 1.8 2.9 1.3
```
Positions in Å, forces in eV/Å.

Energy relative to the best compared isomer or geometry (same formula, charge and spin) ... 2.1318 eV
Max |F| ... 7.37 eV/A
SMILES ... O.O.O.O.O
HOMO energy ... -10.5298 eV
HOMO-LUMO gap ... 10.67 eV

***

- The lowest max |F| belongs to which entry?
  C3H2Cl2